Record 1
Here is a molecular structure, CH2BrN3 in a non-equilibrium geometry from the OMol25 dataset. Energies are from the ωB97M-V functional and the def2-TZVPD basis.

Results
HOMO energy in eV: -9.035
M in g/mol: 135.95
Electronic energy in Ha: -2777.41823
Charge: 0

Structure (XYZ):
```
7
Properties=species:S:1:pos:R:3:mulliken_charge:R:1
C -0.544 0.388 -0.649 0.3764
N -0.940 -0.784 -0.218 -0.3971
N 0.740 0.401 0.545 -0.4238
N 0.101 -0.939 0.653 -0.0912
Br -0.793 1.565 -1.948 -0.0123
H 1.532 0.559 -0.129 0.2758
H -0.096 -1.190 1.745 0.2722
```


Record 2
Here is a molecular structure, C27H49ClHfO4Sb in a non-equilibrium geometry from the OMol25 dataset. Energies are from the ωB97M-V functional and the def2-TZVPD basis.

Results
HOMO energy in eV: -16.853
M in g/mol: 773.39
Electronic energy in Ha: -2106.56813
Charge: +3

Structure (XYZ):
```
83
Properties=species:S:1:pos:R:3:mulliken_charge:R:1
Hf 7.846 10.528 9.427 1.3467
C 5.632 11.341 6.982 -0.9259
C 4.835 11.388 8.313 -0.5303
O 5.753 11.632 9.444 0.1136
C 5.871 13.037 9.701 -0.1484
C 7.082 13.643 9.083 -1.2839
O 8.199 12.756 9.198 0.6616
C 9.394 13.279 8.669 -1.1750
C 10.322 12.064 8.471 -0.4925
O 9.472 10.997 7.994 -0.0868
C 9.232 11.126 6.608 -0.7425
C 7.830 10.581 6.286 -0.8682
O 6.941 10.869 7.415 0.1371
H 5.724 12.190 6.380 0.4867
H 5.183 10.590 6.378 0.5077
H 4.428 10.367 8.512 0.2760
H 4.044 12.138 8.250 0.4847
H 5.925 13.140 10.785 -0.4327
H 4.972 13.556 9.353 0.6704
H 7.312 14.574 9.612 0.6999
H 6.909 13.887 8.004 0.3463
H 9.857 14.063 9.353 0.4386
H 9.195 13.815 7.743 0.3982
H 10.742 11.759 9.428 0.1402
H 11.136 12.203 7.772 0.6140
H 9.999 10.679 5.952 0.4566
H 9.241 12.176 6.366 0.5166
H 7.836 9.502 6.125 0.0563
H 7.604 11.195 5.365 0.7308
C 4.954 12.231 13.006 -1.9479
C 5.759 10.956 13.321 1.7539
C 5.722 10.734 14.821 -1.8819
C 5.164 9.791 12.609 -1.2851
Sb 7.841 10.975 12.657 0.6070
C 8.958 12.868 13.102 1.3037
C 9.225 13.107 14.602 -1.4097
C 8.162 14.054 12.608 -1.1537
C 10.256 12.825 12.192 -1.4096
C 8.845 9.507 13.898 1.8056
C 8.125 8.192 13.637 -2.1134
C 8.892 9.723 15.413 -1.3217
C 10.284 9.453 13.331 -1.6487
H 3.955 12.114 13.456 0.4690
H 4.726 12.428 11.990 0.4165
H 5.400 13.142 13.404 0.4084
H 4.672 10.541 15.077 0.5616
H 6.140 11.553 15.434 0.2481
H 6.294 9.842 15.037 0.4799
H 4.376 9.334 13.253 0.4542
H 5.920 9.008 12.452 0.1395
H 4.838 10.192 11.633 0.0702
H 8.276 13.126 15.095 0.3442
H 9.699 14.138 14.678 0.5259
H 9.842 12.361 15.054 0.2580
H 7.109 13.938 12.811 0.0910
H 8.362 14.301 11.568 -0.0680
H 8.484 14.919 13.175 0.5556
H 10.840 11.939 12.112 0.3716
H 10.937 13.667 12.303 0.5246
H 9.971 12.946 11.154 -0.2462
H 7.203 8.122 14.082 0.4165
H 8.776 7.334 14.074 0.4880
H 8.043 8.016 12.618 0.4656
H 7.902 9.945 15.884 0.1731
H 9.603 10.539 15.699 0.2993
H 9.235 8.806 15.895 0.5108
H 10.417 9.669 12.258 -0.0131
H 10.743 8.518 13.570 0.5572
H 10.915 10.166 13.840 0.3838
Cl 6.524 8.338 9.894 -0.2226
C 7.586 7.807 8.558 1.1928
C 7.117 7.023 7.524 -0.6977
C 7.972 6.782 6.452 -0.5926
C 9.305 7.280 6.542 -0.8518
C 9.689 8.049 7.574 -0.4141
C 8.835 8.357 8.650 -0.3070
C 9.296 9.003 9.907 -0.5670
H 6.067 6.737 7.424 0.4916
H 7.647 6.161 5.639 0.5027
H 9.970 7.002 5.756 0.4983
H 10.752 8.406 7.708 0.4520
H 10.375 9.362 9.869 0.6152
H 9.133 8.237 10.673 0.3207
```


Record 3
Here is 2 unconnected molecules or ions with the total composition CHNO3 in a non-equilibrium geometry from the OMol25 dataset. Energies are from the ωB97M-V functional and the def2-TZVPD basis.

Results
HOMO energy in eV: -9.401
M in g/mol: 75.02
Electronic energy in Ha: -319.10720
Charge: 0

Structure (XYZ):
```
6
Properties=species:S:1:pos:R:3:mulliken_charge:R:1
O -2.655 1.102 -0.535 -0.3174
C -1.740 1.157 0.122 0.7124
O -0.789 1.249 0.801 -0.3938
N 1.653 -1.277 0.228 -0.0149
O 0.932 -0.562 -0.408 -0.1923
H 2.600 -1.669 -0.208 0.2060
```


Record 4
Here is a molecular structure, C37H43NO2PV in a non-equilibrium geometry from the OMol25 dataset. Energies are from the ωB97M-V functional and the def2-TZVPD basis.

Results
HOMO energy (alpha / beta) in eV: -0.036 / -3.328
2S+1: 4
M in g/mol: 615.67
Expectation value of S²: 3.783
Electronic energy in Ha: -2926.16582
Charge: -1

Structure (XYZ):
```
85
Properties=species:S:1:pos:R:3:mulliken_charge:R:1
O -0.125 -0.197 -2.735 -0.4098
C 0.959 -0.557 -3.639 -0.5275
C 0.397 0.340 -4.735 -0.2838
H 0.934 -1.623 -3.897 0.2921
H 1.928 -0.240 -3.234 0.2073
C -0.706 0.691 -3.717 1.6965
H 0.016 -0.224 -5.582 -0.0467
H 1.039 1.175 -5.031 0.3433
C -2.082 0.190 -4.101 -1.8409
H -2.034 -0.866 -4.388 0.3785
H -2.455 0.776 -4.946 0.4468
H -2.773 0.313 -3.257 0.3686
C -0.699 2.145 -3.305 -1.5850
H 0.329 2.505 -3.184 0.4280
H -1.252 2.295 -2.370 0.0991
H -1.191 2.725 -4.094 0.4882
V 0.117 -0.052 0.871 0.5386
C 0.892 1.842 1.680 -0.7200
C 2.040 0.979 1.699 -0.4565
C 2.345 0.599 0.353 -1.1127
H 2.612 0.729 2.586 0.8138
C 1.405 1.240 -0.508 0.0395
C 0.525 2.034 0.304 -0.4328
H -0.219 2.734 -0.066 0.5459
H 0.464 2.358 2.533 0.4868
H 3.177 -0.019 0.020 0.3838
H 1.442 1.244 -1.588 0.3649
C -1.985 -0.566 1.956 -0.1000
C -1.937 0.716 1.319 -1.4582
C -1.872 0.488 -0.103 -0.4332
H -2.065 1.676 1.811 0.4254
C -1.807 -0.925 -0.326 -0.2786
C -1.909 -1.568 0.941 -0.8155
H -2.000 -2.639 1.108 0.4883
H -2.179 -0.734 3.011 0.6672
H -2.028 1.241 -0.870 0.7685
H -1.809 -1.414 -1.295 0.4970
O 0.656 -1.277 -6.979 -0.3683
C 0.122 -0.379 -7.988 -0.4030
C 0.447 -0.908 -9.395 -0.5118
H 0.568 0.622 -7.840 0.2611
H -0.964 -0.273 -7.818 0.2633
C 1.514 -1.990 -9.150 -0.4823
H 0.797 -0.107 -10.045 0.3036
H -0.455 -1.357 -9.823 0.2547
C 1.361 -2.341 -7.655 -0.5718
H 2.509 -1.569 -9.322 0.2635
H 1.378 -2.862 -9.790 0.3038
H 2.330 -2.494 -7.158 0.2734
H 0.780 -3.275 -7.550 0.2825
N 0.766 -1.388 1.809 0.2408
P 1.021 -2.164 3.182 1.2076
C -0.318 -3.294 3.572 0.3642
C -1.214 -3.030 4.622 -0.5003
C -2.303 -3.879 4.834 -0.6512
C -2.494 -4.995 4.015 -0.7164
C -1.608 -5.256 2.965 -0.7620
C -0.525 -4.405 2.734 -0.5731
C 2.582 -3.047 3.140 -0.3568
C 2.672 -4.432 3.344 -0.3753
C 3.929 -5.035 3.429 -0.7020
C 5.088 -4.262 3.313 -0.4856
C 4.998 -2.887 3.065 -0.8065
C 3.748 -2.281 2.951 0.1145
C 1.166 -1.037 4.587 -0.2857
C 2.011 -1.348 5.665 -0.6778
C 2.137 -0.456 6.728 -0.6274
C 1.421 0.745 6.726 -0.5569
C 0.562 1.045 5.665 -0.8956
C 0.412 0.146 4.612 0.5168
H -1.059 -2.164 5.268 0.3136
H -3.005 -3.655 5.638 0.3616
H -3.342 -5.659 4.187 0.3214
H -1.753 -6.120 2.316 0.3339
H 0.168 -4.597 1.913 0.4648
H 1.768 -5.031 3.439 0.4361
H 3.998 -6.112 3.586 0.3830
H 6.069 -4.731 3.400 0.3263
H 5.898 -2.281 2.956 0.3911
H 3.665 -1.216 2.729 0.1594
H 2.580 -2.279 5.657 0.3966
H 2.805 -0.703 7.554 0.3738
H 1.528 1.446 7.554 0.3413
H -0.004 1.977 5.651 0.3979
H -0.291 0.358 3.800 0.3922
```


Record 5
Here is a single C5H9NO2 molecule in a non-equilibrium geometry from the OMol25 dataset. Energies are from the ωB97M-V functional and the def2-TZVPD basis.

Results
HOMO energy in eV: -9.143
M in g/mol: 115.13
Electronic energy in Ha: -401.07021
Charge: 0

Structure (XYZ):
```
17
Properties=species:S:1:pos:R:3:mulliken_charge:R:1
H -2.262 0.169 -2.621 0.2522
N -1.581 -0.032 -1.792 -0.4443
C -1.684 0.849 -0.940 -0.0790
C -0.910 0.780 0.501 0.2313
O -1.590 1.084 1.442 -0.5256
C 0.631 0.627 0.616 0.4853
C 1.002 -0.157 1.857 -1.3291
O 1.096 0.179 -0.631 -0.4353
C 0.890 -1.193 -1.068 -0.7197
H -2.233 1.788 -0.891 0.3752
H 1.024 1.599 0.661 0.2882
H 1.979 -0.639 1.903 0.3787
H 0.365 -1.063 1.990 0.3014
H 0.872 0.512 2.688 0.3622
H 1.753 -1.819 -0.861 0.2558
H 0.749 -1.200 -2.178 0.2319
H -0.101 -1.482 -0.675 0.3706
```


Record 6
Here is a single C4H11N3O molecule in a non-equilibrium geometry from the OMol25 dataset. Energies are from the ωB97M-V functional and the def2-TZVPD basis.

Results
HOMO energy in eV: -9.194
M in g/mol: 117.15
Electronic energy in Ha: -398.52216
Charge: 0

Structure (XYZ):
```
19
Properties=species:S:1:pos:R:3:mulliken_charge:R:1
C 1.254 2.744 -0.431 -1.4180
C 1.064 1.450 0.432 0.2966
N 2.416 0.861 0.707 -0.6087
C 0.221 0.403 -0.441 -0.8551
N -0.367 -0.620 0.368 -0.1092
C -1.310 -1.458 -0.182 0.5247
N -1.935 -2.322 0.731 -0.4636
O -1.653 -1.435 -1.340 -0.5762
H 2.084 3.298 -0.050 0.4959
H 1.466 2.286 -1.388 0.3484
H 0.388 3.376 -0.292 0.3127
H 0.486 1.474 1.379 0.2776
H 2.564 0.014 0.165 0.2419
H 3.115 1.601 0.524 0.2413
H 0.743 0.061 -1.382 0.2841
H -0.527 1.079 -0.888 0.3432
H -0.120 -0.660 1.337 0.2527
H -1.604 -2.361 1.679 0.1867
H -2.929 -2.431 0.656 0.2249
```